1.
An isolated molecule of C5H10Si. Source: the OMol25 dataset; level of theory: ωB97M-V with the def2-TZVPD basis set.

Geometry as XYZ:
```
16
Properties=species:S:1:pos:R:3:nbo_charge:R:1
Si 0.1959 -0.5094 -1.3833 1.17
C -1.5838 1.1875 2.3504 -0.41
C 0.1714 -0.2736 1.5050 -0.47
C -1.2614 0.2801 1.5117 -0.15
C 0.8660 -0.0236 0.1540 -0.82
C 1.1993 -0.5036 -2.9689 -1.12
H -0.8676 1.6708 2.9570 0.19
H -1.8663 -0.2338 0.6312 0.20
H 0.9910 -1.5781 -3.2747 0.24
H 0.7375 0.1445 2.3851 0.20
H 0.9900 0.1184 -3.8630 0.26
H 0.2183 -1.2828 1.6186 0.21
H -2.6333 1.5629 2.4737 0.20
H 2.2325 -0.3584 -2.6204 0.25
H 1.8625 0.3416 0.0992 0.22
H -1.2519 -0.5424 -1.5756 -0.18
```

As for the SMILES: C=CC/C=[SiH]/C. The HOMO energy comes out at -7.854 eV. As for the energy above the lowest of the compared OMol25 structures with the same formula, charge and spin: 232.3 kJ/mol. The total energy comes out at -13221.430 eV. The calculation puts the orbital gap at 8.4 eV.

***

2.
A cluster of 3 separate species, CH11N5 in total. Source: the OMol25 dataset; level of theory: ωB97M-V with the def2-TZVPD basis set.

Geometry as XYZ:
```
17
Properties=species:S:1:pos:R:3:nbo_charge:R:1
N 1.1440 1.5363 -0.1372 -0.49
N -1.4189 0.8467 0.5544 -0.67
N 2.3855 1.1754 -0.6320 -0.61
N -1.4525 -1.6608 1.2194 -0.88
N -0.4778 -0.1620 0.2909 -0.28
C -0.3729 -0.7172 -1.0515 -0.43
H 0.4285 -0.0084 0.8312 0.40
H -2.3339 0.4106 0.4725 0.37
H -0.7087 -2.3624 1.2779 0.30
H 2.9467 0.5521 -0.0522 0.34
H -1.5308 -1.3680 2.1984 0.31
H 2.3095 0.8259 -1.5782 0.36
H 0.4690 -1.4093 -1.0760 0.20
H -1.2845 -1.2761 -1.2651 0.22
H 1.3031 1.9180 0.7971 0.31
H -1.2264 1.6160 -0.0831 0.36
H -0.1799 0.0832 -1.7667 0.19
```

The HOMO energy (alpha / beta) comes out at -6.480 / -7.954 eV. As for the energy above the lowest of the compared OMol25 structures with the same formula, charge and spin: 430.2 kJ/mol. The total energy comes out at -8659.681 eV. The calculation puts the orbital gap (alpha / beta) at 7.0 / 8.8 eV.

***

3.
A cluster of 4 separate species, C18H39ClI2NO6 in total. Source: the OMol25 dataset; level of theory: ωB97M-V with the def2-TZVPD basis set.

Geometry as XYZ:
```
67
Properties=species:S:1:pos:R:3:nbo_charge:R:1
I 1.7706 -5.4127 -2.6822 0.07
I 0.0494 0.0321 -2.3919 0.17
Cl 3.0407 -0.2166 2.6013 0.04
O 1.6657 6.3026 4.8625 -0.73
O 1.8186 4.2560 1.5276 -0.56
O -4.6339 -1.8485 -4.4824 -0.74
O -5.2423 0.4939 -1.0630 -0.74
O -1.5161 -1.1360 2.8485 -0.53
O -1.7082 1.0681 1.8945 -0.56
N 1.0529 -1.6033 0.9600 -0.46
C 0.6234 -2.4752 2.1187 -0.27
C 1.1376 4.0225 2.8425 -0.30
C 2.1862 0.1762 -0.2723 -0.31
C -6.1477 -0.4713 -1.5656 -0.25
C 2.3935 -0.8917 0.9978 -0.03
C 2.9425 -1.6211 -2.3197 -0.47
C 2.4054 -2.4769 -3.6164 -0.45
C -1.0415 -2.3689 2.2019 -0.10
C 3.1163 -3.9896 -3.6759 -0.54
C -5.5394 -2.8137 -4.9851 -0.25
C 1.7250 -0.9753 -1.3938 -0.09
C 2.4969 2.9405 1.2815 -0.09
C -3.3885 -0.5704 0.8698 -0.76
C 0.9529 -2.1308 -0.4636 -0.31
C 2.8881 2.7256 -0.2960 -0.43
C 1.2769 6.0799 6.2054 -0.25
C 3.4181 1.1884 -0.6528 -0.43
C -2.1630 -0.2160 1.9003 0.76
H 0.8364 -3.6328 1.9193 0.25
H -6.6640 -0.9446 -0.7272 0.18
H -6.2718 -2.3253 -5.6325 0.17
H 1.0569 -2.1696 3.1616 0.29
H 1.7708 6.8073 6.8542 0.17
H 1.7243 2.1284 1.6745 0.18
H 3.7278 -0.8147 -2.6810 0.26
H 3.4961 2.9517 1.9340 0.19
H -4.1910 -1.4458 -5.2486 0.47
H 2.7311 -1.9501 -4.6361 0.24
H 4.3924 0.8856 -0.0783 0.23
H 3.5504 -2.3378 -1.5842 0.22
H -3.8574 -1.6244 1.1450 0.23
H -2.9164 -0.7207 -0.2154 0.25
H 0.1918 6.1760 6.2922 0.17
H 1.6201 -3.1106 -0.3895 0.24
H -5.5978 -1.2303 -2.1275 0.18
H 1.3876 7.2049 4.6303 0.47
H -1.3797 -3.2670 2.9118 0.24
H 3.6624 1.2182 -1.8205 0.24
H -6.8802 0.0172 -2.2130 0.17
H 0.1984 3.3272 2.7432 0.18
H 3.6950 3.5086 -0.6695 0.24
H 1.2637 0.9106 -0.2111 0.27
H -0.0926 -2.5276 -0.8536 0.29
H -4.1886 0.2825 0.7564 0.33
H 0.8966 5.0369 3.3941 0.25
H 1.9200 2.8780 -0.9668 0.22
H 0.3856 -0.7761 0.9147 0.46
H 1.9204 3.4221 3.5063 0.16
H 3.1344 -1.6804 0.5518 0.24
H 4.1907 -3.9744 -3.1755 0.24
H -6.0556 -3.2870 -4.1466 0.18
H -4.7994 0.8967 -1.8292 0.47
H -4.9894 -3.5728 -5.5470 0.17
H 3.1892 -4.3064 -4.8202 0.25
H 1.5757 5.0709 6.4991 0.18
H 1.2170 -2.5490 -3.6792 0.24
H -1.4314 -2.5432 1.1125 0.20
```

Its charge is +1. The HOMO energy comes out at -11.547 eV. The total energy comes out at -61780.784 eV. The calculation puts the orbital gap at 8.6 eV.

***

4.
A cluster of 2 separate species, C10H16 in total. Source: the OMol25 dataset; level of theory: ωB97M-V with the def2-TZVPD basis set.

Geometry as XYZ:
```
26
Properties=species:S:1:pos:R:3:nbo_charge:R:1
C 1.0211 -1.3456 -2.2067 -0.39
C 2.3408 -1.6668 -1.5000 -0.61
C 0.2944 -2.6131 -2.7306 -0.61
C -1.8415 -0.0477 2.9828 -0.63
C -1.2284 0.7129 0.6231 -0.22
C -0.6296 1.6350 -0.2294 -0.20
C -0.5524 2.0341 2.4594 -0.21
C -1.3079 0.9532 1.9909 -0.01
C -0.0848 2.8048 0.2665 -0.22
C -0.0943 3.0525 1.6404 -0.21
H 0.4212 3.9103 2.0488 0.21
H 0.4588 -3.4320 -2.0336 0.20
H -1.9559 0.3906 3.9688 0.22
H -0.5728 1.4408 -1.2931 0.21
H 2.8113 -0.7283 -1.1884 0.21
H 0.5586 -2.9247 -3.7379 0.20
H 0.3453 -0.8273 -1.5341 0.20
H 2.9618 -2.2033 -2.2058 0.20
H 1.2816 -0.7827 -3.0816 0.20
H -0.7681 -2.3624 -2.7140 0.20
H 0.3908 3.4875 -0.4265 0.21
H -1.6973 -0.1798 0.2371 0.21
H -1.1268 -0.8687 3.0337 0.22
H -0.4686 2.1883 3.5220 0.20
H 2.2390 -2.1742 -0.5394 0.20
H -2.7965 -0.4532 2.6477 0.22
```

As for the SMILES: Cc1ccccc1.CCC. The HOMO energy comes out at -9.030 eV. As for the energy above the lowest of the compared OMol25 structures with the same formula, charge and spin: 52.8 kJ/mol. The total energy comes out at -10629.196 eV. The calculation puts the orbital gap at 10.0 eV.

***

5.
A cluster of 13 separate species, C42H112Cl3N10O14 in total. Source: the OMol25 dataset; level of theory: ωB97M-V with the def2-TZVPD basis set.

Geometry as XYZ:
```
181
Properties=species:S:1:pos:R:3:mulliken_charge:R:1
Cl -0.9519 1.0006 -4.7439 -0.81
Cl -1.7904 0.3233 3.0749 -0.72
Cl 5.8318 -1.7874 1.9771 -0.90
O 1.2538 6.7685 -1.8898 -0.22
O -5.7106 1.2395 7.4268 -0.41
O 4.8807 -5.4632 -1.3249 -0.34
O -3.6605 -2.8019 4.8877 -0.18
O 0.9993 0.7066 0.0694 -0.07
O 5.5714 7.6195 -0.9877 -0.41
O -5.7680 -7.5544 -1.9485 -0.42
O -3.2830 -0.9557 -0.1610 -0.18
O 7.1258 2.1419 -0.3697 -0.46
O 1.8874 -2.2615 3.6976 -0.42
O 2.1856 2.7342 -5.3236 -0.41
O -5.2583 2.1953 -4.1021 -0.40
O 5.3983 -3.7994 5.6220 -0.30
O -4.2391 -0.6671 -4.9027 -0.51
N 5.4067 -5.6125 1.0607 -0.28
N 4.3641 -1.5018 4.6577 0.79
N 3.2918 8.3429 -0.1727 -0.16
N -7.1288 -9.5781 -1.8619 -0.20
N 0.3355 2.8782 -6.6752 0.18
N -2.5022 -1.5216 -6.0081 -0.05
N -6.0246 3.3529 -5.9644 -0.20
N 7.5514 0.7046 1.3310 0.36
N -3.9368 -0.4656 6.6376 -0.01
N -1.7106 1.2212 0.1688 0.58
C 6.1799 -4.9405 5.9007 -0.90
C -6.4379 -8.3152 -2.5731 0.58
C 6.0757 -7.4924 -0.5949 -1.21
C 2.2145 -0.8642 3.5432 0.01
C 7.9988 -0.1126 -0.9832 -1.03
C 2.9049 8.5868 -1.5719 -0.67
C -2.6379 -1.8612 -3.4710 -0.51
C 2.3509 4.3166 -7.2149 -1.12
C -4.3791 -3.8975 5.3823 -0.75
C -6.2278 2.5599 7.6981 -0.72
C 5.0105 6.4981 -0.2939 -0.45
C 3.2118 -0.5078 4.6580 -0.94
C -0.7322 2.3178 0.0985 -1.02
C 0.6100 1.8751 0.6428 -0.29
C 6.9622 7.4384 -1.3538 -0.75
C 1.0724 -2.7030 2.5896 -0.52
C 1.4850 8.1659 -1.8709 -0.63
C 3.5220 6.8544 0.1347 -0.67
C -3.2127 -1.1771 -4.6662 0.58
C -3.9735 0.3043 -0.0852 -0.88
C -6.9778 2.8391 -7.0156 -0.85
C -0.1976 2.6871 -8.0508 -0.84
C 1.8140 3.2488 -6.3206 0.73
C 7.3540 1.8843 2.2921 -0.79
C 7.5085 1.0344 -0.1204 0.69
C -7.6631 2.6290 -4.1164 -1.16
C -2.5665 -2.3612 5.7465 -0.11
C -1.2339 -2.3317 -6.0688 -0.94
C -6.2628 2.6705 -4.5426 0.68
C -3.9540 -1.9604 0.5561 -0.93
C -0.1156 6.4874 -2.2898 -0.68
C -6.6779 -8.3571 -4.0411 -1.02
C -3.1788 -1.7460 6.9814 -0.83
C 4.2194 -4.9124 1.6486 -0.68
C -2.9437 1.3512 -0.5623 -0.74
C -8.1041 -9.2609 -0.7253 -0.81
C 1.4185 0.7822 -1.2918 -0.94
C 5.3836 -6.2023 -0.5742 0.78
C -5.2534 -0.5402 5.9540 -0.35
C 5.0917 -1.5255 5.8769 -0.69
C 6.1198 -2.6441 5.8559 -0.59
C -5.9112 0.8531 6.0635 -0.70
H -0.6628 2.7011 -0.9090 0.53
H 7.8902 -1.0949 -0.4838 0.31
H 5.6330 -6.5048 1.5674 0.41
H -8.6164 -10.1388 -0.3274 0.37
H -1.2409 2.5211 -7.8969 0.28
H -6.1122 4.3491 -5.8362 0.39
H -6.5393 -7.3223 -4.4115 0.30
H -1.2065 -3.1927 -5.3723 0.34
H -1.9177 -3.2109 5.9766 0.38
H 0.5387 1.6465 1.7165 0.26
H -4.9992 -4.1579 4.5188 0.21
H 1.5209 5.0414 -7.2681 0.34
H 6.1808 -5.0040 1.1896 0.32
H 6.9794 -5.1376 5.1930 0.30
H 3.1966 4.8393 -6.8140 0.34
H -2.1482 -0.6566 -6.4059 0.25
H -4.9691 -3.6134 6.2417 0.29
H 0.0623 2.0662 -6.0372 -0.11
H 5.5015 -8.2195 -0.0163 0.40
H 3.9544 -2.4624 4.4936 0.46
H -6.9872 1.7508 -7.0978 0.32
H -3.3152 0.0621 6.0202 0.29
H 8.0748 2.6333 2.0627 0.39
H 5.0461 5.5986 -0.9026 0.45
H -3.5251 -2.8112 0.1205 0.27
H -2.9920 -1.4343 -2.5303 -0.28
H -1.2916 0.3039 -0.0111 0.57
H -8.1056 1.7340 -4.5428 0.35
H -1.1894 3.1171 0.7163 0.41
H -3.7223 -4.7672 5.5265 0.32
H -2.9141 -2.9114 -3.6415 0.51
H 1.3042 8.6237 -2.8838 0.42
H 0.7073 8.5616 -1.1947 0.46
H 7.6611 7.5179 -0.4844 0.27
H 6.6346 -2.7514 6.8026 0.50
H 2.7256 6.2358 -0.2754 0.31
H 1.8329 -0.1405 -1.5995 0.31
H 2.7738 -0.5302 5.6539 0.38
H -0.4638 -1.6653 -5.7451 0.38
H 4.1184 -5.0647 2.7099 0.39
H 1.2731 2.7749 0.4862 0.22
H 6.5713 -4.9341 6.8856 0.42
H -0.4231 5.4456 -2.2009 0.13
H -7.0332 2.7417 6.9988 0.34
H -2.4412 -1.3039 7.6761 0.38
H -1.1418 -2.5877 -7.1038 0.38
H 6.8513 -0.0270 1.6225 -0.21
H 3.0233 9.6580 -1.6825 0.46
H 3.4469 6.8476 1.2699 0.40
H -5.0296 3.1782 -6.1656 0.30
H 6.1800 -7.8894 -1.6116 0.34
H 2.7138 -0.7719 2.5488 0.18
H -8.2381 3.5156 -4.4279 0.41
H -6.4345 -10.2457 -1.5266 0.37
H 3.6033 8.0825 -2.2154 0.26
H 8.4843 0.2824 1.4980 0.44
H -5.4171 3.3014 7.5558 0.27
H -4.8371 0.3934 -0.7471 0.51
H -7.5368 -8.8407 0.1241 0.33
H 2.5497 3.9087 -8.2244 0.37
H 1.3469 -0.2139 3.4394 0.39
H -6.0172 -9.0028 -4.6083 0.33
H -5.8927 -1.2360 6.5059 0.34
H 5.5482 6.3926 0.6295 0.41
H 4.4240 -3.8355 1.4842 0.02
H 3.6585 0.4672 4.5622 0.39
H 6.9190 -2.3406 5.1798 0.31
H -0.1600 6.7446 -3.3667 0.31
H 7.1086 8.2510 -2.0396 0.30
H -3.6773 -2.0024 1.6203 0.23
H -7.7228 -10.0842 -2.5071 0.39
H 5.5924 -0.5666 5.9567 0.36
H 0.7632 -3.7458 2.7338 0.31
H -1.9406 1.0632 1.1735 -0.53
H 3.3765 -5.3495 1.1523 0.34
H -8.7545 -8.5131 -1.0827 0.36
H -6.7707 3.4408 -7.8968 0.39
H 2.6516 8.7636 0.4974 0.37
H 6.3413 2.2470 2.1499 0.31
H -0.2224 3.6241 -6.2924 0.44
H -7.0050 0.6818 5.9363 0.40
H 2.2066 1.5343 -1.3847 0.36
H 1.6925 -2.6838 1.6754 0.23
H 7.0483 -7.2819 -0.1732 0.40
H -7.7333 -8.5071 -4.2415 0.41
H -1.5313 -1.8500 -3.5241 0.30
H 7.1074 6.5086 -1.8867 0.31
H -6.6027 2.5439 8.7146 0.26
H -5.1427 -0.7708 4.9241 0.29
H -2.7002 1.1286 -1.5639 0.55
H 0.6864 0.9946 -2.0636 0.26
H -5.5764 1.7100 5.3857 0.38
H -7.6558 2.5864 -3.0414 0.37
H 9.0805 0.0633 -1.2683 0.36
H -7.9728 3.1787 -6.7221 0.38
H 4.9937 -1.3999 3.8219 -0.48
H 4.2685 8.6649 -0.1092 0.44
H -3.2471 -1.9892 -6.5106 0.41
H -4.0752 0.0781 7.5003 0.45
H 0.2031 -2.0730 2.4051 0.12
H -0.8697 7.1447 -1.8486 0.35
H 0.3131 1.8968 -8.5200 0.33
H 7.4744 0.0053 -1.9512 0.35
H 5.4209 -5.6933 5.8816 0.30
H 4.4599 -1.6715 6.7721 0.38
H -5.0113 -2.0189 0.4476 0.44
H -1.9630 -1.5938 5.1728 0.01
H 7.4489 1.5656 3.3304 0.31
H -3.3379 2.3690 -0.4727 0.27
H -4.1668 0.4774 0.9680 0.57
H -3.8661 -2.3251 7.5799 0.42
H -0.0866 3.6514 -8.5066 0.43
```

Its charge is +7. The HOMO energy comes out at -19.581 eV. The total energy comes out at -126429.007 eV. The calculation puts the orbital gap at 8.2 eV.

***

6.
A structure of composition H13Na2O8. Source: the OMol25 dataset; level of theory: ωB97M-V with the def2-TZVPD basis set.

Geometry as XYZ:
```
23
Properties=species:S:1:pos:R:3:nbo_charge:R:1
Na 0.1699 1.4042 -0.9085 0.89
Na -1.2528 -1.3407 0.8915 0.94
O 0.6045 0.4655 2.1822 -0.96
O -1.3932 1.2749 1.1135 -0.99
O 1.8640 0.8783 -0.2055 -0.97
O 1.9814 -1.1811 0.5726 -0.88
O -1.8553 -0.3762 -1.5284 -0.99
O -0.5811 -0.0939 -0.0740 -1.03
O 0.3751 0.4870 -2.6506 -1.30
O 0.6653 -1.4034 -1.2348 -0.93
H -0.0157 -1.6421 -1.8636 0.46
H -2.3708 0.4122 -1.3582 0.43
H 0.2250 0.3384 3.0518 0.45
H 1.4876 -0.3751 0.4220 0.40
H 1.0135 0.5695 0.1632 0.19
H -0.1363 0.7199 1.6320 0.43
H -0.7080 1.9288 0.9753 0.45
H -1.2501 0.6276 0.4230 0.44
H 0.3082 0.0444 0.3062 0.41
H -1.1616 -0.3564 -0.8691 0.41
H 0.1997 0.0042 -1.8195 0.34
H 1.6113 -1.5424 1.3780 0.40
H 0.2195 -0.8436 -0.5991 0.40
```

Its charge is -1. The HOMO energy comes out at -2.036 eV. As for the energy above the lowest of the compared OMol25 structures with the same formula, charge and spin: 1853.3 kJ/mol. The total energy comes out at -25407.227 eV. The calculation puts the orbital gap at 3.2 eV.